# C24H33N3O4S

The molecule C24H33N3O4S (ωB97M-V/def2-TZVPD, the OMol25 dataset).

As for the HOMO energy: -7.48 eV. The calculation puts the largest force on an atom at 0.895 eV Å⁻¹. The value obtained for the relative energy (zero: lowest compared OMol25 entry of this formula, charge and spin) is 105.9 kJ/mol. The value obtained for the orbital gap is 8.03 eV. The calculation puts the LUMO energy at 0.6 eV.

The geometry in ORCA input format:
```
! RIJCOSX wB97M-V def2-TZVPD def2/J DEFGRID3
* xyz 0 1
C -4.055 3.557 3.572
O -2.709 3.154 3.563
C -2.411 1.900 3.108
C -3.324 0.995 2.583
C -2.907 -0.255 2.166
C -1.570 -0.648 2.239
N -1.216 -1.952 1.890
C -1.687 -2.524 0.646
C -0.678 -2.290 -0.489
N 0.626 -2.814 -0.121
C 1.153 -3.836 -0.836
O 0.538 -4.343 -1.758
C 2.574 -4.290 -0.530
C 3.525 -3.648 -1.566
C 3.147 -2.206 -1.740
C 3.538 -1.249 -0.810
C 2.998 0.025 -0.846
C 2.083 0.341 -1.830
S 1.177 1.874 -1.746
O 1.070 2.448 -3.059
O 1.683 2.676 -0.673
N -0.320 1.233 -1.292
C -1.088 2.034 -0.357
C -1.499 3.413 -0.889
C -2.389 4.102 0.141
C -2.214 3.306 -2.235
C 1.744 -0.570 -2.812
C 2.278 -1.843 -2.766
C 1.111 -2.193 1.089
C 0.093 -2.463 2.214
C -0.660 0.277 2.759
C -1.073 1.520 3.188
H -4.669 2.896 4.194
H -4.473 3.597 2.561
H -4.061 4.559 4.000
H -4.372 1.242 2.507
H -3.650 -0.946 1.798
H -2.645 -2.090 0.368
H -1.820 -3.602 0.793
H -0.999 -2.802 -1.397
H -0.579 -1.214 -0.681
H 2.891 -4.039 0.479
H 2.604 -5.374 -0.642
H 3.413 -4.173 -2.515
H 4.556 -3.752 -1.224
H 4.245 -1.512 -0.037
H 3.252 0.776 -0.115
H -0.844 1.051 -2.137
H -1.971 1.454 -0.071
H -0.457 2.159 0.524
H -0.584 3.998 -1.027
H -1.896 4.144 1.109
H -3.322 3.551 0.252
H -2.623 5.116 -0.173
H -1.524 2.989 -3.014
H -3.042 2.600 -2.177
H -2.613 4.277 -2.522
H 1.058 -0.275 -3.589
H 1.990 -2.577 -3.503
H 2.089 -2.570 1.375
H 1.188 -1.114 0.914
H 0.434 -2.042 3.159
H -0.002 -3.549 2.339
H 0.390 0.041 2.834
H -0.363 2.224 3.590
*
```